No. 1
A cluster of 19 separate species, C51H123Cl21N12O12 in total. Source: the Open Molecules 2025 dataset; level of theory: the ωB97M-V functional and the def2-TZVPD basis.

Properties
E_tot in hartree: -13240.65582
HOMO in Ha: -0.3343
Maximum force in eV/Å: 3.53
LUMO level in eV: 0.20
Kohn-Sham gap in Eh: 0.3416

```
! RIJCOSX wB97M-V def2-TZVPD def2/J DEFGRID3
* xyz 0 1
C 1.8561 -4.5975 1.0193
N 1.2761 0.0011 -0.7308
C -0.1665 -0.6493 1.0611
Cl 2.8988 -1.7594 6.3264
H 5.8622 3.5157 2.6211
C -5.1644 0.8236 3.3309
H -3.8479 -3.9759 -3.5589
H 5.0907 -4.9463 -4.8443
H -3.5773 4.0426 -0.0104
C 4.4925 -2.1525 -0.3055
H -6.0139 1.0956 2.7043
H 0.1856 8.8546 -1.8296
H -1.7083 -1.1006 9.2565
Cl -7.1732 -2.1309 -1.7315
O 0.2421 1.1957 6.8913
H -7.3961 0.0996 -5.6683
H -3.0551 -6.9873 3.6312
H 2.0359 -5.5745 1.4679
H 4.0088 -1.2364 -0.6447
Cl 3.1715 -0.8491 3.4693
C 3.0089 -4.6655 -4.8148
H -8.2602 1.6653 -5.8429
H 5.6552 2.5143 0.3931
O -1.1364 1.4541 -2.0282
H -4.0223 -2.3811 4.3723
C 0.2305 1.5302 5.6952
Cl 1.1639 6.9625 1.2243
H 3.0025 -1.3209 -4.6464
H 4.2218 -2.9651 -0.9796
H 4.2219 3.0790 2.9325
H 2.0631 -5.1179 -4.5165
Cl -1.9457 -5.2763 -3.1097
H -0.4517 -1.1650 6.7068
H 1.6457 -4.0353 1.9292
C -4.5295 3.8595 0.4876
C 6.7765 -1.7697 -0.9636
H -0.3106 -0.9220 4.1816
Cl -3.9304 5.1085 -5.3096
H -1.6342 -2.6685 9.1524
H -2.9371 -4.3858 5.2591
H 3.5439 -8.1097 -1.5513
C -3.1159 6.0726 -6.5714
N 1.3536 1.9305 5.0501
H -0.3371 -6.3394 0.4196
H -5.6144 0.7890 -6.7500
Cl -8.4016 -0.0215 -0.0433
H 4.1073 -6.1077 -6.5628
H -4.4508 1.8487 -5.9930
H -2.9138 -0.0697 4.0804
H 2.9415 -4.2160 -5.8056
H -2.9144 2.4241 -1.8095
H -4.7977 -6.2705 6.0815
Cl 3.8104 -3.5130 4.1644
H 5.0654 -6.8967 -3.0942
C -5.5055 1.7517 -6.2505
C -2.4558 -1.8104 7.4967
C 7.4766 -4.0930 -1.8413
H 7.5523 -1.2198 -3.3233
H 0.8200 5.1739 2.6249
H -1.9102 0.9065 -0.2676
C 6.9054 -2.7237 -2.1788
C -6.0558 2.3852 -3.9212
C -1.1453 -2.0057 6.6913
C 4.0714 5.6812 2.3521
H 3.9214 0.9128 -0.0009
Cl -3.5235 -3.3584 -1.3469
O 2.7193 0.3507 -3.3751
H -0.7394 -2.4617 3.4731
Cl -5.6394 -0.6243 0.3534
H 0.4405 6.5390 -2.2151
H -0.5446 -1.1211 -0.8659
H 1.2273 7.4729 -5.5094
H 2.9335 3.1065 5.6710
O 4.4346 4.5890 1.4609
C 3.8306 -1.7797 4.8186
C -3.4730 2.4270 2.0962
H 0.2769 0.0858 1.7327
H -0.2049 -3.9795 -1.6534
H 8.5355 -3.9007 -1.6683
H -0.4343 1.8527 -0.2403
H -8.1940 0.8462 -4.2516
C -3.7149 0.9781 2.6447
H -2.4201 -0.2879 -3.0044
H 2.8917 -6.4891 -0.9259
N 0.7259 -4.6237 0.0452
Cl -2.2272 7.7361 -3.3331
H 2.8947 4.0922 -4.8241
C 4.2409 -5.5879 -4.6112
C -2.5636 -0.6356 -4.0275
N -2.2391 -1.8927 8.9234
H 0.3728 2.2069 3.1742
H 0.6668 2.4103 -2.4512
C 0.9765 6.6828 -3.1532
H 3.2365 2.5980 0.0819
H 0.8187 2.7372 -4.6532
C -3.1874 -6.4421 4.5657
C 5.0230 2.1999 1.2235
H -5.3574 -0.2219 3.5713
C -3.0563 -0.4323 7.2237
O -6.7964 2.5990 -3.0193
O 2.9217 -6.7883 -2.9176
H 6.6386 1.0923 1.6409
C -3.0103 -4.9354 4.3206
C 2.8038 -7.3137 -1.6332
H 1.3095 0.3062 -1.6931
C 2.6584 2.0527 5.7144
N 7.6283 -2.2269 -3.3111
H -4.6299 4.6050 1.2764
O 5.8807 -2.1488 0.0373
Cl -4.8105 -5.6420 -2.2232
H -5.2450 1.3488 4.2826
H -0.8016 -4.9611 1.5518
H 3.4459 1.5358 5.1659
H -5.4028 3.9010 -0.1634
H 1.9372 9.2031 -1.9752
H 2.6904 -4.1815 0.4545
Cl -2.8485 7.7800 -0.4835
H -3.4700 0.2034 1.9181
H -3.2596 7.1437 -6.4290
N -6.4062 1.6943 -5.0683
C -1.9066 2.6406 -2.1639
H 4.8348 -1.3850 4.9728
Cl -1.0554 5.0211 1.1247
O -4.4544 2.5574 1.0539
H -0.6209 -2.9199 6.9695
H 0.5468 -1.4722 1.1074
O -4.1111 -4.3935 3.6173
H -2.0717 -4.7147 3.8123
H 3.2515 -7.1345 -5.6089
H 1.9645 6.3794 -2.8072
H 2.2012 2.0966 3.1390
H 1.3981 3.5018 3.7030
Cl -0.6983 6.8156 3.4364
H 3.8371 6.5589 1.7497
H -3.0963 -2.7074 2.8827
H -2.1101 2.7561 -3.2285
C 1.6541 0.9034 -4.1517
Cl -3.6936 5.5014 -8.2075
C 3.6924 1.7727 0.6287
H 4.9013 5.7344 3.0568
H 3.8410 2.8060 -4.0315
H 3.1857 2.5257 -5.6229
H -4.7874 -2.6795 2.7900
C 0.1304 5.8692 2.1462
H -3.2092 -0.4619 6.1448
O 1.6304 -3.0709 -1.4891
H 3.1848 5.4144 2.9274
Cl -1.4034 5.9212 -6.5501
H -5.4305 -6.7155 4.5791
H 6.4583 -0.7870 -1.3118
H -1.3555 -5.2033 -0.0858
H -4.5665 -7.8521 5.4496
H -2.8953 1.4897 4.3694
H 0.5941 -2.3969 4.5904
Cl -2.1762 0.6541 -5.1403
H -3.1439 -2.5962 7.1849
H 1.8068 0.6358 -5.1973
H -2.4899 2.5006 1.6311
C 0.7345 -3.8766 -1.0884
N 1.5009 2.9082 -2.7277
C -0.4776 -5.2673 0.5571
Cl -4.3228 -1.0019 -4.2531
H 2.1956 2.4476 -2.1573
H -2.3641 0.3980 7.3632
H -5.8195 2.5842 -6.8802
H 2.6876 1.7620 6.7645
H -3.6291 3.1815 2.8672
N -2.0837 -6.8105 5.4451
H 7.4166 -4.8373 -2.6354
C -3.9807 -2.9764 3.4602
C -0.3967 -1.9878 4.3929
C 1.3131 2.4152 3.6847
O 1.2955 9.5517 -5.3064
C 4.9019 3.3618 2.1290
C 0.9977 9.0924 -2.5167
H 5.4021 0.2181 1.1309
H 0.6766 5.9969 -3.9455
Cl -1.5715 -2.0714 -4.3939
C -0.9177 0.9957 -0.7092
H 7.2029 -2.5345 -4.1740
H 3.9295 -2.3075 0.6149
O -1.4551 -2.1855 5.3284
C 4.2381 -6.1966 -3.2106
C 1.6945 2.4447 -4.0739
H 5.8705 -2.8704 -2.4879
H -5.0248 2.7597 -4.0159
C -3.5114 7.7871 -2.1530
H -1.6126 3.5789 -1.6935
H -0.5968 1.4779 4.9706
C 1.1357 8.3723 -4.8811
H 1.8354 -0.8372 -0.7993
H -1.8528 -6.0360 6.0509
C 2.9837 3.0167 -4.6709
H 7.7546 -1.8334 -0.4867
H -6.7271 0.1321 -1.7402
C -6.9552 -0.5360 -0.9097
C -7.6607 1.0388 -5.1825
H 4.3587 -5.2835 -2.6276
N 1.0167 8.0645 -3.5387
C -0.1040 -0.2527 -0.3761
H -1.2937 -6.9718 4.8369
Cl -4.6890 6.4234 -2.3489
H -4.0013 8.7472 -2.3154
H 3.0025 -3.7843 -4.1732
C -3.5191 -4.4828 -2.6518
C 2.7850 -1.0823 -3.6053
H 7.0506 -4.5412 -0.9437
H 0.6370 0.5647 -3.9543
H -1.1101 -1.0847 1.3901
C -4.5186 -6.7996 5.1703
H 2.9284 1.5547 1.3749
H 1.9078 -7.9214 -1.5066
N -2.7295 0.8174 3.6341
H 3.4353 -1.5808 -2.8863
N 4.1109 -6.6096 -5.6864
H 1.8134 -1.5275 -3.3909
H 0.8884 10.0933 -2.9343
H -4.0074 -0.2783 7.7333
N 5.6322 1.0251 1.6929
*
```

No. 2
A structure of composition C3H3O2Yb. Source: the Open Molecules 2025 dataset; level of theory: the ωB97M-V functional and the def2-TZVPD basis.

Properties
E_tot in hartree: -1425.16567
Energy relative to the best compared isomer or geometry (same formula, charge and spin) in kcal/mol: 6.2
HOMO (spin up / spin down) in Ha: -0.2137 / -0.2745
Maximum force in eV/Å: 3.25
<S²>: 0.75
LUMO level (spin up / spin down) in eV: 0.02 / -0.45
Kohn-Sham gap (spin up / spin down) in Eh: 0.2143 / 0.2581

```
! RIJCOSX wB97M-V def2-TZVPD def2/J DEFGRID3
* xyz 0 2
O 0.9482 0.0455 -2.3313
C 2.3021 -0.2677 -2.6563
H 1.0043 0.2528 -0.2407
H 0.4623 -1.3724 -0.8658
O 2.6706 0.1966 -3.7764
Yb 0.7392 1.0871 -4.6583
C 2.5814 -0.8457 -1.3580
C 1.1563 -0.5296 -0.9988
H 3.1532 -1.7595 -1.2218
*
```

No. 3
A cluster of 2 separate species, H4O2 in total. Source: the Open Molecules 2025 dataset; level of theory: the ωB97M-V functional and the def2-TZVPD basis.

Properties
E_tot in hartree: -152.86810
Energy relative to the best compared isomer or geometry (same formula, charge and spin) in kcal/mol: 4.3
HOMO in Ha: -0.4209
Maximum force in eV/Å: 0.30
Structure (SMILES): O.O
LUMO level in eV: 0.75
Kohn-Sham gap in Eh: 0.4487

```
! RIJCOSX wB97M-V def2-TZVPD def2/J DEFGRID3
* xyz 0 1
O -0.2566 1.9044 0.9072
H 0.6787 -1.5186 -0.5301
H 0.0981 -2.5598 -1.4632
O 0.9038 -2.3175 -1.0067
H -0.2593 2.8524 1.0397
H -1.1647 1.6391 1.0531
*
```

No. 4
The ion C7H16N with charge +1. Source: the Open Molecules 2025 dataset; level of theory: the ωB97M-V functional and the def2-TZVPD basis.

Properties
E_tot in hartree: -330.78353
Energy relative to the best compared isomer or geometry (same formula, charge and spin) in kcal/mol: 28.3
HOMO in Ha: -0.4413
Maximum force in eV/Å: 2.65
Structure (SMILES): C/C=C(\C)CCC[NH3+]
LUMO level in eV: -3.66
Kohn-Sham gap in Eh: 0.3067

```
! RIJCOSX wB97M-V def2-TZVPD def2/J DEFGRID3
* xyz 1 1
C 1.0090 0.3163 0.5925
H -2.3560 0.6160 -2.4165
H -0.3551 -0.0567 -2.1869
H 2.0535 -0.1043 3.7408
C 2.1667 0.4690 -0.3137
H -3.3177 0.6364 -0.9842
H -1.0518 0.3416 0.7039
C -2.0302 -1.0856 -1.2313
C -0.6107 -0.5412 -1.2312
H -2.4193 -1.3538 -0.2517
H 2.0771 -0.1635 -1.2145
H -3.7688 -0.2810 -2.1976
H 2.8646 -0.8863 2.4044
C -0.3241 0.4449 -0.1134
H 2.1965 1.4516 -0.8047
C 2.2942 -0.0002 2.6764
H 3.1814 0.3334 0.0671
H -0.4175 1.4654 -0.5253
H 2.9156 0.8931 2.6913
H -2.1769 -1.8572 -1.9885
C 1.0047 0.2847 1.9214
H 0.1354 0.1960 2.5504
H 0.0239 -1.4359 -1.3304
N -2.9294 0.0982 -1.7597
*
```

No. 5
The molecule C7H10. Source: the Open Molecules 2025 dataset; level of theory: the ωB97M-V functional and the def2-TZVPD basis.

Properties
E_tot in hartree: -272.59268
Energy relative to the best compared isomer or geometry (same formula, charge and spin) in kcal/mol: 78.6
HOMO in Ha: -0.2968
Maximum force in eV/Å: 0.45
LUMO level in eV: -0.34
Kohn-Sham gap in Eh: 0.2844

```
! RIJCOSX wB97M-V def2-TZVPD def2/J DEFGRID3
* xyz 0 1
H -1.1449 -0.8943 -2.8444
H -1.6781 0.9753 1.2733
C -0.8428 -0.7896 -0.7120
H -1.4606 -1.6223 -0.3708
H 1.4087 1.5874 -0.4908
C -0.7591 0.4258 1.5074
C 0.4212 1.1654 -0.7114
H -1.0323 -0.4542 2.1038
H 1.8288 -1.0144 -0.3103
C -0.6853 -0.3940 -1.9959
H -0.1313 1.0694 2.1349
H 1.8863 -0.2378 1.2862
C 0.2465 0.7196 -2.1322
H -0.2922 2.0059 -0.6402
C 1.2497 -0.8023 0.5955
C -0.0073 0.0167 0.2375
H 0.9925 -1.7566 1.0694
*
```